DFT (wB97M-V/def2-TZVPD) results for 6 unconnected molecules or ions with the total composition C34H67Cl3IN5O8PS at a distorted geometry.

For the HOMO energy, the calculation gives -0.1494 hartree. The LUMO energy is 0.0726 hartree. For the HOMO-LUMO gap, the calculation gives 6.040 eV. Its total charge is -1. The strongest force on any atom comes out at 0.0451 Eh/bohr.

Each line ends with the Löwdin charge.
Atoms and positions in Å:
C -1.38 3.84 -0.25  0.064
C -1.50 2.80 0.35  -0.273
C -1.62 1.46 0.92  -0.303
P -0.39 0.12 0.30  0.646
C 1.18 1.20 0.44  -0.523
S 1.86 1.50 2.09  0.850
C 0.94 2.90 2.75  -0.538
C 1.62 3.24 4.11  -0.177
C -0.51 0.48 -1.59  -0.333
C -1.75 -0.10 -2.28  -0.782
C -1.41 -0.26 -3.78  -0.211
I -3.47 1.20 -2.21  0.820
O -0.39 -0.46 2.01  -0.314
C -0.11 -1.74 2.21  -0.670
Cl 1.31 -1.71 3.47  0.582
C -1.17 -2.65 2.95  -0.596
Cl -0.63 -3.64 4.30  0.657
C -2.45 -2.78 2.65  -0.742
C -3.36 -3.72 3.39  -0.157
Cl -3.17 -1.88 1.36  0.770
C 0.55 -2.32 0.81  -0.476
O 1.96 -2.36 1.06  -0.114
C 0.09 -3.71 0.31  -0.243
C -0.58 -3.62 -1.08  -0.047
C 1.21 -4.76 0.23  -0.176
C 1.40 -5.47 1.59  -0.222
C 0.49 -6.73 1.61  -0.110
O 0.49 -1.35 -0.18  -0.255
H -1.26 4.73 -0.81  -0.001
H -2.65 1.14 0.76  0.031
H -1.51 1.54 2.00  0.058
H -1.53 -0.71 0.12  -0.030
H 1.06 2.12 -0.13  0.036
H 1.94 0.63 -0.07  0.012
H -0.08 2.64 3.00  0.032
H 1.02 3.80 2.14  0.064
H 0.94 3.14 4.95  0.055
H 2.10 4.21 4.11  0.057
H 2.41 2.51 4.30  0.031
H -0.33 1.52 -1.87  0.069
H 0.31 -0.09 -2.03  0.073
H -1.96 -1.10 -1.93  0.049
H -0.81 0.57 -4.14  0.066
H -0.83 -1.18 -3.92  0.073
H -2.30 -0.34 -4.40  0.007
H -2.83 -4.63 3.66  0.036
H -3.76 -3.26 4.29  0.082
H -4.15 -4.01 2.71  0.059
H 2.35 -2.26 0.18  0.069
H -0.68 -4.16 0.95  0.122
H 0.05 -3.10 -1.80  0.083
H -1.56 -3.17 -0.97  0.057
H -0.75 -4.62 -1.47  0.070
H 0.85 -5.52 -0.46  0.096
H 2.14 -4.39 -0.20  0.079
H 1.04 -4.86 2.41  0.061
H 2.43 -5.77 1.77  0.089
H 0.14 -6.97 2.61  0.060
H -0.37 -6.55 0.97  0.063
H 0.99 -7.60 1.19  0.062
C -2.46 3.76 4.58  -0.371
O -1.85 4.07 5.59  -0.005
N -3.70 3.24 4.55  -0.180
C -4.35 2.89 3.31  -0.044
C -4.40 3.04 5.81  -0.039
H -2.02 3.87 3.58  0.129
H -5.27 3.46 3.20  0.088
H -4.60 1.82 3.31  0.092
H -3.70 3.09 2.46  0.073
H -4.51 4.00 6.33  0.088
H -3.83 2.36 6.44  0.091
H -5.39 2.62 5.62  0.083
C -2.71 -0.76 -7.53  -0.343
O -3.14 -0.43 -6.44  0.017
N -2.10 0.08 -8.39  -0.203
C -1.60 -0.36 -9.68  -0.069
C -1.95 1.48 -8.01  -0.037
H -2.78 -1.79 -7.90  0.133
H -0.53 -0.18 -9.74  0.087
H -2.10 0.19 -10.48  0.086
H -1.79 -1.42 -9.81  0.080
H -1.37 1.55 -7.09  0.092
H -2.93 1.92 -7.83  0.094
H -1.45 2.02 -8.81  0.082
C 4.89 -4.82 -2.42  -0.360
O 3.71 -4.55 -2.42  0.016
N 5.59 -5.18 -1.34  -0.194
C 7.00 -5.50 -1.40  -0.065
C 4.91 -5.23 -0.05  -0.029
H 5.50 -4.80 -3.35  0.130
H 7.16 -6.53 -1.05  0.087
H 7.57 -4.82 -0.76  0.089
H 7.37 -5.41 -2.42  0.078
H 4.09 -5.95 -0.11  0.089
H 4.50 -4.25 0.19  0.098
H 5.61 -5.54 0.72  0.088
C -3.82 8.12 5.32  -0.365
O -4.40 7.11 5.65  0.010
N -2.64 8.16 4.67  -0.195
C -2.02 9.41 4.29  -0.068
C -1.98 6.91 4.32  -0.030
H -4.23 9.13 5.53  0.127
H -1.90 9.46 3.21  0.088
H -1.03 9.49 4.76  0.088
H -2.63 10.26 4.62  0.077
H -2.64 6.32 3.69  0.089
H -1.77 6.34 5.23  0.078
H -1.05 7.11 3.80  0.093
C 3.68 -1.11 -2.51  -0.320
O 3.16 -1.01 -1.42  0.037
N 4.21 -0.08 -3.21  -0.195
C 4.82 -0.27 -4.50  -0.068
C 4.16 1.25 -2.62  -0.034
H 3.76 -2.08 -3.03  0.120
H 5.87 0.05 -4.47  0.084
H 4.29 0.33 -5.25  0.086
H 4.78 -1.31 -4.80  0.080
H 4.69 1.25 -1.67  0.096
H 3.12 1.53 -2.44  0.091
H 4.62 1.97 -3.30  0.081